(1)
{"formula": "C3H8O3", "method": "ωB97M-V/def2-TZVPD", "e_homo_ev": -10.42, "smiles": "CCC(=O)O.O", "homo_lumo_gap_ev": 11.1, "charge": 0, "species": ["O", "C", "O", "C", "C", "H", "H", "H", "H", "H", "H", "H", "H", "O"], "xyz": [[1.89228, 1.66916, 0.49190], [1.23230, 1.41466, -0.48046], [0.83993, 2.35591, -1.36220], [0.69772, 0.04957, -0.82991], [-0.83774, 0.02918, -0.51583], [0.99289, 3.25309, -1.01926], [1.15623, -0.62122, -0.13259], [0.94657, -0.29765, -1.83133], [-1.31821, 0.99233, -0.67253], [-1.01706, -0.35804, 0.47652], [-1.28770, -0.57978, -1.28783], [-0.86412, -2.08930, 2.92252], [-0.95941, -3.20605, 1.84476], [-1.47368, -2.61186, 2.39625]], "atomic_forces_ev_per_a": [[-0.1, 0.1, 0.0], [0.3, 0.0, -0.1], [-0.4, 0.2, -0.3], [-0.7, 0.4, 0.7], [0.7, 0.1, -1.2], [0.3, -0.4, 0.1], [0.5, -0.4, 0.3], [-0.2, 0.4, -0.1], [0.2, 0.2, 0.3], [-0.2, 0.0, 0.1], [-0.4, -0.6, 0.2], [0.2, -0.1, -0.1], [0.2, 0.1, 0.1], [-0.4, 0.1, 0.0]]}

(2)
{"formula": "C3H8O3S", "method": "ωB97M-V/def2-TZVPD", "e_homo_ev": -9.09, "smiles": "OC(O)(O)CCS", "homo_lumo_gap_ev": 9.5, "charge": 0, "species": ["C", "C", "C", "O", "O", "O", "S", "H", "H", "H", "H", "H", "H", "H", "H"], "xyz": [[-0.03681, -0.70088, 0.06112], [-0.93701, -0.35187, 1.17671], [0.50452, 0.62247, -0.63748], [1.18876, 0.42825, -1.85747], [-0.57970, 1.48811, -0.91286], [1.35043, 1.34464, 0.25568], [-1.84205, -1.92790, 1.69146], [-0.52122, -1.35280, -0.75042], [0.73124, -1.41323, 0.45050], [-1.67335, 0.22045, 0.55834], [-0.57516, 0.19721, 2.04804], [1.95532, -0.22357, -1.70136], [-0.04306, 2.29150, -0.99959], [1.64383, 2.10322, -0.29894], [-1.16574, -2.72561, 0.91628]], "atomic_forces_ev_per_a": [[2.1, -0.8, -1.6], [-3.0, -0.5, -1.1], [-0.1, -0.6, 0.8], [1.3, -1.6, 0.7], [1.2, -0.6, -0.3], [0.1, -0.2, -0.7], [-0.1, 1.5, 0.8], [0.2, 1.4, 1.1], [0.3, 1.0, -0.5], [0.0, 0.0, 1.6], [0.2, -0.2, -0.4], [-1.7, 1.5, -0.2], [-1.2, 0.4, -0.3], [0.2, -0.6, 0.7], [0.6, -0.7, -0.6]]}

(3)
{"formula": "C3H8O3Y", "method": "ωB97M-V/def2-TZVPD", "e_homo_ev": [-15.55, -15.55], "homo_lumo_gap_ev": [5.0, 5.1], "multiplicity": 2, "charge": 2, "species": ["O", "C", "C", "O", "Y", "H", "H", "H", "H", "O", "H", "C", "H", "H", "H"], "xyz": [[1.23797, 1.58942, -0.35030], [2.48780, 1.23841, -0.25952], [-0.16312, 0.51433, 2.26132], [0.47666, 1.62374, 2.58105], [0.58405, 3.15693, 1.03048], [2.75797, 0.17214, -0.30323], [3.24097, 1.93330, -0.66823], [0.23969, -0.43053, 2.65577], [-1.25919, 0.59265, 2.16247], [-0.54225, -1.55451, -1.68915], [-0.47108, -0.58704, -1.58662], [-1.87635, -1.97274, -1.48633], [-1.92962, -2.84705, -0.81762], [-2.49849, -1.16786, -1.06649], [-2.28502, -2.26118, -2.46361]], "atomic_forces_ev_per_a": [[2.1, 0.0, 1.5], [-1.9, 0.5, -2.8], [0.8, 3.2, 4.5], [-2.0, -3.7, -2.4], [0.5, -0.1, -0.5], [-0.3, 0.2, 0.9], [-0.1, 0.0, 0.8], [0.4, 0.0, -1.0], [0.3, -0.1, -1.1], [1.0, 1.0, 0.6], [-0.3, -0.9, -0.3], [-0.9, -0.2, -0.3], [0.2, 0.4, -0.2], [0.1, -0.2, -0.1], [-0.1, 0.0, 0.3]]}

The evaluated energy above the lowest of the compared OMol25 structures with the same formula, charge and spin for the records listed, in turn: 34.8, 130.1, 77.9 kJ/mol.